{
  "formula": "C54H73NOP3ReSSi",
  "method": "the ωB97M-V functional and the def2-TZVPD basis",
  "spin_multiplicity": 2,
  "energy_ev": -109427.0290,
  "homo_energy_ha": [-0.3721, -0.3685],
  "orbital_gap_ha": [0.2398, 0.2418],
  "total_charge": 1,
  "elements": ["Re", "C", "C", "C", "P", "C", "C", "C", "C", "C", "C", "C", "C", "C", "Si", "C", "C", "C", "C", "C", "C", "P", "C", "C", "C", "C", "C", "C", "C", "C", "C", "C", "C", "C", "P", "C", "C", "C", "C", "C", "C", "H", "H", "H", "H", "H", "H", "H", "H", "H", "H", "H", "H", "H", "H", "H", "H", "H", "H", "H", "H", "H", "H", "H", "H", "H", "H", "H", "H", "H", "H", "H", "H", "H", "H", "H", "H", "H", "H", "H", "H", "H", "H", "H", "H", "H", "H", "H", "H", "H", "H", "H", "H", "H", "H", "C", "C", "C", "C", "C", "C", "C", "C", "S", "C", "N", "C", "C", "C", "C", "C", "C", "C", "C", "H", "H", "H", "H", "H", "H", "H", "H", "H", "H", "H", "H", "H", "H", "H", "H", "C", "O", "H", "H", "H"],
  "xyz": [[1.56621, -0.28061, 0.00626], [-0.37330, -0.98673, 4.85437], [0.27324, -0.42238, 3.58791], [1.68140, 0.08912, 3.90853], [0.18585, -1.47076, 2.04082], [0.41520, -3.15643, 2.78409], [0.14547, -4.30765, 1.81440], [1.74951, -3.24607, 3.55155], [-1.59461, -1.46294, 1.59056], [-2.56832, -1.99152, 2.43979], [-3.91050, -1.95583, 2.09372], [-4.29825, -1.36469, 0.90061], [-3.33287, -0.87761, 0.03046], [-1.97282, -0.95097, 0.34159], [-0.67012, -0.89156, -1.03050], [-0.56355, -2.76719, -1.33473], [-1.67894, -3.61350, -1.34368], [-1.55429, -4.96658, -1.60310], [-0.30331, -5.50796, -1.88254], [0.81314, -4.69168, -1.86835], [0.68447, -3.33320, -1.56503], [2.11992, -2.22327, -1.47840], [3.52770, -3.20842, -0.75564], [4.32570, -4.13282, -1.67980], [3.04992, -3.98547, 0.46404], [2.54402, -2.23223, -3.29696], [3.95203, -1.78622, -3.74953], [1.40908, -1.62648, -4.13277], [-1.57512, -0.23305, -2.58530], [-2.17344, -1.17134, -3.44008], [-2.99760, -0.79442, -4.48747], [-3.26746, 0.54796, -4.70812], [-2.67722, 1.49449, -3.89128], [-1.82421, 1.12559, -2.84884], [-0.96446, 2.38377, -1.84646], [-0.05038, 3.39693, -3.14793], [0.28527, 2.54767, -4.37605], [-0.71174, 4.69152, -3.61939], [-2.35885, 3.50886, -1.36192], [-3.48027, 2.71918, -0.69427], [-1.83672, 4.60943, -0.43383], [-0.34202, -0.20936, 5.62186], [0.15997, -1.84855, 5.25638], [-1.42097, -1.25444, 4.72050], [-0.32520, 0.44196, 3.31826], [2.31244, -0.70125, 4.31855], [1.60511, 0.87540, 4.66345], [2.18815, 0.49935, 3.03849], [-0.36920, -3.19874, 3.54337], [0.63788, -4.18548, 0.85088], [-0.92246, -4.40769, 1.62154], [0.49708, -5.24352, 2.25393], [2.53047, -2.60413, 3.14752], [2.12305, -4.27126, 3.54314], [1.61816, -2.95705, 4.59397], [-2.29145, -2.45100, 3.38020], [-4.65056, -2.37330, 2.76482], [-5.34695, -1.31022, 0.63481], [-3.63888, -0.47625, -0.93025], [-2.66290, -3.20649, -1.13326], [-2.42959, -5.60448, -1.59232], [-0.20102, -6.56335, -2.10061], [1.78237, -5.12327, -2.07882], [4.20003, -2.42779, -0.40763], [3.70979, -4.91974, -2.11506], [5.08879, -4.63101, -1.07787], [4.83886, -3.61382, -2.48370], [2.49464, -4.87831, 0.17929], [2.40293, -3.37322, 1.08147], [3.90606, -4.29741, 1.06636], [2.50545, -3.31346, -3.45659], [4.60443, -1.47806, -2.93218], [3.89520, -0.95308, -4.44920], [4.44434, -2.60273, -4.27780], [1.06667, -0.66420, -3.74653], [0.54110, -2.28387, -4.15773], [1.74519, -1.47157, -5.15952], [-1.99964, -2.22824, -3.28814], [-3.43910, -1.55157, -5.12392], [-3.92362, 0.85265, -5.51368], [-2.87774, 2.54489, -4.07079], [0.89128, 3.65387, -2.65048], [-0.58807, 2.43639, -5.01896], [0.62374, 1.54785, -4.11466], [1.07262, 3.03295, -4.95763], [-0.03881, 5.20435, -4.31109], [-0.93906, 5.38522, -2.81123], [-1.63645, 4.49110, -4.16472], [-2.75823, 3.97252, -2.26755], [-3.10136, 2.16499, 0.16722], [-3.93986, 2.00371, -1.37671], [-4.26085, 3.39671, -0.34033], [-1.65204, 4.20835, 0.56326], [-2.57270, 5.41127, -0.33814], [-0.90433, 5.05648, -0.78770], [-3.10769, 2.26985, 5.20422], [-3.10774, 2.49420, 3.68384], [-3.66533, 1.23769, 3.02700], [-4.01431, 3.68344, 3.33813], [-1.68047, 2.79104, 3.22529], [-1.01770, 3.88854, 3.80943], [0.25797, 4.24662, 3.44821], [0.90242, 3.47120, 2.49006], [2.42255, 3.79671, 1.73587], [2.18182, 2.44143, 0.71473], [1.10620, 1.71680, 0.95751], [0.30228, 2.34866, 1.92692], [-1.01577, 2.03315, 2.27367], [2.99134, 2.20157, -0.47102], [3.93607, 3.12387, -0.91548], [4.48995, 2.96971, -2.17472], [4.05202, 1.92658, -2.98214], [3.12694, 1.00785, -2.50594], [2.60079, 1.07621, -1.22148], [-4.11280, 2.00435, 5.53780], [-2.80134, 3.15957, 5.75461], [-2.43281, 1.45438, 5.47604], [-4.68207, 1.05808, 3.38161], [-3.06642, 0.36217, 3.28318], [-3.70722, 1.31632, 1.93966], [-5.02511, 3.50023, 3.70869], [-4.06903, 3.82692, 2.25727], [-3.65928, 4.61337, 3.78427], [-1.53238, 4.48544, 4.55024], [0.73957, 5.11424, 3.87995], [-1.49703, 1.19346, 1.78968], [4.21858, 3.97273, -0.30349], [5.22447, 3.67628, -2.53714], [4.43703, 1.82878, -3.99070], [2.78859, 0.23155, -3.16567], [4.49519, -0.50178, 0.93135], [3.09135, -0.64236, 1.05934], [4.80330, 0.29739, 1.60947], [4.78403, -0.23272, -0.08815], [4.99952, -1.42054, 1.23676]],
  "lowdin_charge": [1.15, -0.09, -0.50, -0.10, 1.07, -0.51, -0.10, -0.10, -0.37, -0.10, -0.07, -0.07, -0.10, -0.31, 0.57, -0.31, -0.09, -0.06, -0.05, -0.09, -0.39, 1.01, -0.49, -0.08, -0.11, -0.49, -0.11, -0.09, -0.29, -0.10, -0.06, -0.06, -0.10, -0.41, 1.10, -0.52, -0.12, -0.11, -0.56, -0.11, -0.11, 0.09, 0.06, 0.06, 0.05, 0.07, 0.09, 0.04, 0.08, 0.03, 0.08, 0.09, 0.06, 0.08, 0.06, 0.09, 0.11, 0.11, 0.10, 0.11, 0.11, 0.11, 0.09, 0.06, 0.07, 0.09, 0.05, 0.08, 0.02, 0.10, 0.09, 0.07, 0.07, 0.08, 0.04, 0.08, 0.09, 0.08, 0.11, 0.11, 0.10, 0.09, 0.07, 0.05, 0.08, 0.09, 0.06, 0.07, 0.09, 0.04, 0.07, 0.08, 0.06, 0.09, 0.06, -0.03, -0.54, -0.05, -0.03, -0.15, -0.02, -0.06, -0.46, 1.18, -0.54, -0.02, -0.29, 0.00, -0.28, -0.05, -0.06, -0.06, -0.12, -0.26, 0.09, 0.08, 0.08, 0.10, 0.07, 0.07, 0.09, 0.08, 0.08, 0.12, 0.12, 0.09, 0.10, 0.11, 0.11, 0.04, -0.14, -0.48, 0.10, 0.08, 0.09]
}